Version i
{"formula": "C2H9OS", "method": "ωB97M-V/def2-TZVPD", "spin_multiplicity": 1, "total_charge": 1, "homo_ev": -15.47, "symbols": ["O", "H", "H", "H", "C", "C", "S", "H", "H", "H", "H", "H", "H"], "positions_angstrom": [[-1.67240, -1.51365, -0.39556], [-2.13409, -2.40672, -0.60953], [1.63794, -4.44536, 2.91657], [-2.17323, -1.37704, 0.41612], [-0.07281, 2.56361, -0.65158], [0.92808, 1.39529, -0.33224], [0.89286, -0.08868, -1.27553], [-1.01698, 2.08222, -0.74422], [0.00268, 3.32439, 0.21375], [-0.09420, 3.33502, -1.58271], [2.29686, -3.94722, 2.75784], [1.75434, 1.59089, 0.31395], [-0.34907, -0.51276, -1.02685]], "lowdin_charge": [-0.110, 0.132, 0.003, 0.060, -0.097, -0.260, 0.986, 0.054, 0.112, 0.176, -0.001, 0.070, -0.123]}

***

Version ii
{"formula": "C2H9OS", "method": "ωB97M-V/def2-TZVPD", "spin_multiplicity": 1, "total_charge": 1, "homo_ev": -16.31, "symbols": ["O", "H", "H", "H", "C", "C", "S", "H", "H", "H", "H", "H", "H"], "positions_angstrom": [[-1.64599, 0.01947, 0.88838], [-1.27137, -0.84589, 1.11085], [-2.96982, -5.15220, 4.18970], [-2.53421, -0.20562, 1.20530], [2.25191, 1.25746, -2.03858], [1.15251, 1.61035, -1.14612], [-0.43352, 1.44358, -1.58981], [3.08330, 1.92986, -1.79477], [2.53580, 0.21501, -1.86144], [2.10219, 1.40659, -3.10829], [-2.45332, -4.94629, 4.66698], [1.29241, 2.02746, -0.15242], [-1.10988, 1.24022, -0.36977]], "lowdin_charge": [-0.082, 0.074, 0.000, 0.078, -0.109, -0.418, 1.061, 0.107, 0.125, 0.105, 0.000, 0.101, -0.042]}

***

From most stable to least stable, the computed energies give version ii, version i.

***

Version i
{"formula": "C37H36BF5N2O5STi", "method": "ωB97M-V/def2-TZVPD", "spin_multiplicity": 1, "total_charge": -2, "homo_ev": -1.90, "symbols": ["Ti", "O", "C", "C", "O", "C", "C", "O", "C", "O", "O", "F", "C", "C", "F", "C", "F", "C", "S", "C", "F", "C", "F", "C", "C", "C", "C", "C", "C", "C", "C", "C", "C", "C", "C", "N", "B", "N", "C", "C", "C", "C", "C", "C", "C", "C", "C", "C", "C", "C", "C", "C", "H", "H", "H", "H", "H", "H", "H", "H", "H", "H", "H", "H", "H", "H", "H", "H", "H", "H", "H", "H", "H", "H", "H", "H", "H", "H", "H", "H", "H", "H", "H", "H", "H", "H", "H", "H"], "positions_angstrom": [[-0.16193, 1.85416, -0.50109], [1.79279, 3.26075, 5.06296], [1.39701, 2.99652, 3.94660], [-0.06664, 2.80128, 3.53822], [-1.04287, 2.99634, 4.25229], [0.01808, 2.36922, 2.14507], [1.33149, 2.36538, 1.68480], [1.53316, 1.99600, 0.45194], [2.27320, 2.77233, 2.71066], [3.49073, 2.91153, 2.65284], [-0.91675, 2.00642, 1.32036], [-5.64418, 3.51536, -1.01386], [-4.30529, 3.74046, -0.93375], [-3.38146, 2.70198, -1.01011], [-3.91813, 1.45084, -1.14271], [-2.02754, 2.89351, -0.96108], [0.12172, 1.54010, -2.27043], [-1.56711, 4.22008, -0.83096], [0.17760, 4.45823, -0.76597], [-2.47311, 5.26677, -0.71784], [-2.06864, 6.55218, -0.56265], [-3.83835, 5.03085, -0.77665], [-4.71996, 6.05873, -0.69887], [-2.93985, -1.13954, 0.37263], [-2.95719, -0.68597, 1.82818], [-3.95512, -1.59371, 2.56628], [-1.65634, -0.65672, 2.62729], [-1.77802, -0.21852, 3.94525], [-0.72476, -0.26289, 4.83399], [0.49297, -0.77592, 4.42284], [0.68353, -1.16772, 3.10562], [2.02943, -1.73976, 2.68861], [3.19752, -0.80054, 2.97794], [2.25512, -3.09777, 3.36190], [-0.38636, -1.05973, 2.20009], [-0.10744, -1.33057, 0.83234], [0.15739, -0.37679, -0.23883], [0.63778, -1.27172, -1.28523], [0.57999, -2.59030, -0.86125], [0.14933, -2.62181, 0.41125], [1.03606, -1.02004, -2.62860], [2.33932, -0.59436, -2.92649], [2.70149, -0.47270, -4.26453], [1.80004, -0.73336, -5.28020], [0.50206, -1.09683, -4.96673], [0.10139, -1.23769, -3.64477], [-1.34824, -1.51949, -3.31635], [-2.23468, -0.37111, -3.79982], [-1.81758, -2.86317, -3.87491], [3.34943, -0.24989, -1.85418], [4.46456, -1.29450, -1.79137], [3.92126, 1.15182, -2.06322], [-3.96677, -1.13891, 0.00552], [-2.53674, -2.14902, 0.26966], [-2.37074, -0.47227, -0.27475], [-3.34650, 0.33829, 1.84829], [-3.57703, -2.61844, 2.58945], [-4.91380, -1.59770, 2.04478], [-4.12810, -1.28064, 3.59321], [-2.72190, 0.19706, 4.26922], [-0.84556, 0.12067, 5.83574], [1.31667, -0.83021, 5.12195], [2.01548, -1.90344, 1.61026], [3.25267, -0.52446, 4.03101], [3.12146, 0.11303, 2.39526], [4.14117, -1.28243, 2.70851], [2.40390, -2.97579, 4.43610], [3.14102, -3.58672, 2.95234], [1.40052, -3.75967, 3.21855], [0.87866, -3.40321, -1.50005], [0.00672, -3.46972, 1.05888], [3.70383, -0.14528, -4.51011], [2.10069, -0.62558, -6.31504], [-0.21752, -1.25711, -5.76015], [-1.43873, -1.55344, -2.22828], [-2.23649, -0.30400, -4.89031], [-1.87971, 0.57675, -3.39717], [-3.26264, -0.51997, -3.46682], [-1.82083, -2.85259, -4.96720], [-2.83240, -3.08324, -3.53951], [-1.16826, -3.67653, -3.54874], [2.83758, -0.25142, -0.89370], [5.02826, -1.32244, -2.72714], [4.05934, -2.29113, -1.61218], [5.15937, -1.05792, -0.98514], [4.53951, 1.19529, -2.96456], [4.53513, 1.43614, -1.20982], [3.12477, 1.88831, -2.15551]], "lowdin_charge": [0.987, 0.099, -0.242, -0.266, 0.079, -0.265, -0.301, -0.173, -0.284, 0.068, -0.121, 0.056, -0.159, -0.237, 0.030, -0.160, -0.377, -0.657, 0.599, -0.252, 0.036, -0.154, 0.065, -0.072, -0.333, -0.078, -0.111, -0.052, -0.075, -0.040, -0.121, -0.361, -0.045, -0.069, -0.104, 0.013, -0.332, 0.016, -0.076, -0.105, -0.128, -0.124, -0.044, -0.085, -0.044, -0.136, -0.362, -0.047, -0.066, -0.364, -0.064, -0.054, 0.078, 0.082, 0.051, 0.146, 0.083, 0.071, 0.060, 0.115, 0.104, 0.107, 0.115, 0.076, 0.071, 0.077, 0.072, 0.072, 0.070, 0.117, 0.119, 0.102, 0.091, 0.103, 0.114, 0.072, 0.073, 0.077, 0.066, 0.073, 0.071, 0.119, 0.070, 0.073, 0.073, 0.067, 0.082, 0.085]}

***

Version ii
{"formula": "C37H36BF5N2O5STi", "method": "ωB97M-V/def2-TZVPD", "spin_multiplicity": 1, "total_charge": -2, "homo_ev": -1.74, "symbols": ["Ti", "O", "C", "C", "O", "C", "C", "O", "C", "O", "O", "F", "C", "C", "F", "C", "F", "C", "S", "C", "F", "C", "F", "C", "C", "C", "C", "C", "C", "C", "C", "C", "C", "C", "C", "N", "B", "N", "C", "C", "C", "C", "C", "C", "C", "C", "C", "C", "C", "C", "C", "C", "H", "H", "H", "H", "H", "H", "H", "H", "H", "H", "H", "H", "H", "H", "H", "H", "H", "H", "H", "H", "H", "H", "H", "H", "H", "H", "H", "H", "H", "H", "H", "H", "H", "H", "H", "H"], "positions_angstrom": [[-0.03275, -0.22727, 0.01089], [2.33872, 4.94080, 1.77370], [1.90263, 3.83592, 1.48675], [2.57826, 2.81958, 0.60751], [3.74968, 2.89912, 0.18616], [1.58678, 1.80880, 0.39302], [0.38849, 2.10220, 1.13578], [-0.59803, 1.26392, 0.94916], [0.51419, 3.31444, 1.86218], [-0.29683, 3.89530, 2.60634], [1.52509, 0.75590, -0.36731], [4.18540, -3.76375, -1.56572], [3.40535, -3.12913, -0.63944], [2.20670, -2.50726, -0.99508], [1.81769, -2.62687, -2.30841], [1.39796, -1.81757, -0.12318], [-1.32373, -1.45652, -0.02891], [1.80730, -1.82968, 1.23843], [0.78573, -1.04054, 2.39240], [2.99331, -2.46037, 1.62186], [3.39457, -2.47501, 2.92378], [3.80700, -3.07883, 0.68358], [4.99074, -3.63963, 1.05886], [0.78857, -0.25577, -3.75700], [1.96994, 0.69008, -3.54834], [2.59771, 0.90847, -4.93748], [1.71278, 2.05182, -2.91177], [2.85103, 2.83992, -2.75020], [2.77937, 4.14724, -2.32438], [1.54767, 4.71169, -2.05906], [0.38918, 3.95514, -2.14157], [-0.94279, 4.62538, -1.85374], [-1.01529, 5.25528, -0.46215], [-1.23563, 5.68516, -2.92696], [0.48004, 2.60501, -2.53437], [-0.70494, 1.82680, -2.49904], [-1.12051, 0.82676, -1.55837], [-2.49131, 0.57614, -1.91303], [-2.81462, 1.35683, -3.01525], [-1.75303, 2.10833, -3.35558], [-3.48847, -0.30843, -1.43740], [-4.10481, -0.11113, -0.19247], [-5.19140, -0.90569, 0.14985], [-5.67341, -1.86998, -0.71359], [-5.03061, -2.09245, -1.91566], [-3.92103, -1.34371, -2.28036], [-3.14546, -1.69597, -3.53069], [-2.66254, -3.14572, -3.44102], [-3.96098, -1.45567, -4.80560], [-3.60608, 0.93229, 0.77541], [-4.61035, 2.07399, 0.94943], [-3.24448, 0.30176, 2.12293], [1.14501, -1.15530, -4.25977], [0.03029, 0.20812, -4.38733], [0.34933, -0.56407, -2.80260], [2.69609, 0.17293, -2.91038], [1.89937, 1.45502, -5.57127], [2.80768, -0.05288, -5.40601], [3.52633, 1.46964, -4.89638], [3.82065, 2.40648, -2.94084], [3.68313, 4.71964, -2.18853], [1.49138, 5.74370, -1.74746], [-1.73808, 3.87746, -1.89725], [-0.22452, 5.98291, -0.29287], [-0.92968, 4.49033, 0.30343], [-1.97566, 5.75786, -0.33329], [-0.57230, 6.54080, -2.81824], [-2.26303, 6.03717, -2.83852], [-1.09960, 5.27262, -3.92503], [-3.79416, 1.32542, -3.45479], [-1.65598, 2.81213, -4.16185], [-5.67285, -0.76934, 1.10780], [-6.53630, -2.46532, -0.44355], [-5.39757, -2.86582, -2.57705], [-2.25597, -1.06193, -3.56692], [-3.49911, -3.84396, -3.45600], [-2.10695, -3.27789, -2.51545], [-2.00428, -3.37497, -4.27677], [-4.80627, -2.14072, -4.86918], [-3.33494, -1.59976, -5.68556], [-4.34330, -0.43619, -4.82452], [-2.68242, 1.35473, 0.37500], [-5.54690, 1.72379, 1.38331], [-4.82581, 2.53594, -0.01266], [-4.17886, 2.82482, 1.60719], [-4.12557, -0.06494, 2.65061], [-2.74048, 1.04091, 2.74148], [-2.55072, -0.52535, 1.96653]], "lowdin_charge": [0.918, 0.100, -0.243, -0.260, 0.069, -0.216, -0.246, -0.185, -0.289, 0.053, -0.119, 0.046, -0.154, -0.228, 0.020, -0.157, -0.358, -0.676, 0.619, -0.250, 0.025, -0.153, 0.058, -0.073, -0.331, -0.074, -0.112, -0.053, -0.081, -0.042, -0.121, -0.356, -0.039, -0.069, -0.098, 0.033, -0.390, 0.045, -0.070, -0.091, -0.112, -0.120, -0.041, -0.090, -0.053, -0.135, -0.364, -0.054, -0.064, -0.368, -0.055, -0.054, 0.076, 0.084, 0.050, 0.144, 0.082, 0.072, 0.060, 0.116, 0.105, 0.109, 0.117, 0.078, 0.061, 0.080, 0.070, 0.071, 0.069, 0.113, 0.119, 0.104, 0.090, 0.101, 0.121, 0.066, 0.088, 0.074, 0.068, 0.073, 0.062, 0.100, 0.067, 0.074, 0.076, 0.069, 0.082, 0.069]}

***

From most stable to least stable, the computed energies give version i, version ii.

***

Version i
{"formula": "C2H2INO2", "method": "ωB97M-V/def2-TZVPD", "spin_multiplicity": 1, "total_charge": 0, "homo_ev": [-9.63, -9.63], "symbols": ["C", "C", "N", "O", "O", "I", "H", "H"], "positions_angstrom": [[0.91406, -0.94450, 0.16670], [0.04159, -0.05357, 0.03446], [-0.35056, 1.28983, -0.20059], [0.30556, 1.79638, -1.05339], [-1.15087, 1.81452, 0.49485], [-2.51308, -1.05929, -0.26436], [0.69909, -2.00624, 0.40878], [2.05420, -0.83713, 0.41355]], "lowdin_charge": [-0.005, -0.233, -0.508, 0.126, 0.064, 0.333, 0.087, 0.136]}

***

Version ii
{"formula": "C2H2INO2", "method": "ωB97M-V/def2-TZVPD", "spin_multiplicity": 1, "total_charge": 0, "homo_ev": -9.92, "symbols": ["C", "C", "I", "N", "O", "O", "H", "H"], "positions_angstrom": [[-0.95478, 0.88221, -0.00468], [0.23879, 0.32770, 0.05452], [2.28614, 1.30335, -0.01340], [0.39858, -1.14535, 0.05680], [-0.54786, -1.83508, -0.20506], [1.52556, -1.52974, 0.13515], [-1.10776, 1.86103, -0.24286], [-1.83869, 0.13589, 0.21952]], "lowdin_charge": [0.028, -0.555, 0.776, -0.469, 0.077, -0.024, 0.032, 0.135]}

***

From most stable to least stable, the computed energies give version ii, version i.